Entry 1:
ORCA calculation (the ωB97M-V functional and the def2-TZVPD basis) on a structure of composition C36H33CrO3Si at a distorted geometry.

Cartesian coordinates (Å):
1 C -3.8397 -3.2637 -1.0647
2 Si -4.0274 -1.5671 -0.2657
3 C -5.2501 -0.5566 -1.2688
4 C -4.6823 -1.7583 1.4930
5 C -2.2856 -0.7200 -0.1762
6 C -2.0281 0.5486 -0.9685
7 C -1.9828 1.7279 -0.2836
8 C -1.9080 0.4847 -2.4317
9 C -1.7023 -0.7369 -3.1087
10 C -1.4798 -0.7851 -4.4818
11 C -1.5072 0.3923 -5.2369
12 C -1.7633 1.6100 -4.5976
13 C -1.9850 1.6489 -3.2226
14 H -3.1307 -3.8869 -0.5052
15 H -4.8081 -3.7814 -1.0780
16 H -3.4869 -3.1840 -2.1002
17 H -5.3851 0.4381 -0.8276
18 H -4.9086 -0.4307 -2.3026
19 H -6.2281 -1.0570 -1.2892
20 H -4.7910 -0.7811 1.9807
21 H -5.6677 -2.2427 1.4831
22 H -4.0094 -2.3726 2.1048
23 H -2.1440 -0.5125 0.8944
24 H -1.5608 -1.5033 -0.4404
25 H -1.9677 2.6953 -0.7787
26 H -2.1433 1.7420 0.7952
27 H -1.6519 -1.6705 -2.5426
28 H -1.2608 -1.7453 -4.9565
29 H -1.3145 0.3559 -6.3078
30 H -1.7822 2.5359 -5.1808
31 H -2.2052 2.6054 -2.7520
32 O 6.0665 -2.5180 3.6294
33 C 4.9083 -2.3793 3.5914
34 Cr 3.0479 -1.9071 3.6396
35 C 3.6546 -0.2421 3.0155
36 O 4.1274 0.7816 2.7149
37 C 3.4754 -1.2167 5.3605
38 O 3.8820 -0.7392 6.3385
39 C 2.0571 -3.8064 4.0818
40 C 2.5777 -3.8369 2.7848
41 C 2.2964 -2.8018 1.8796
42 C 1.3819 -1.7700 2.2089
43 C 1.1170 -0.6650 1.2829
44 C 1.0825 0.3647 0.5982
45 C 1.2758 1.5249 -0.1682
46 C 1.3796 2.7744 0.5726
47 C 0.9795 2.7659 1.9444
48 C 1.1139 3.8796 2.7779
49 C 1.6731 5.0645 2.2809
50 C 2.1266 5.0974 0.9541
51 C 1.9951 3.9748 0.1332
52 C 1.6371 1.3001 -1.5590
53 C 1.4785 -0.0165 -2.0840
54 C 1.7661 -0.3406 -3.4164
55 C 2.2872 0.6349 -4.2720
56 C 2.5633 1.9077 -3.7670
57 C 2.2646 2.2219 -2.4369
58 C 0.9570 -1.6996 3.5596
59 C 1.2292 -2.7449 4.4567
60 H 2.3133 -4.5911 4.7990
61 H 3.2331 -4.6497 2.4740
62 H 2.7566 -2.7900 0.8833
63 H 0.6211 1.8321 2.3835
64 H 0.7770 3.8101 3.8198
65 H 1.7552 5.9451 2.9179
66 H 2.5935 6.0053 0.5547
67 H 2.4560 4.0392 -0.8428
68 H 1.1468 -0.8184 -1.4245
69 H 1.5595 -1.3524 -3.7746
70 H 2.4758 0.3960 -5.3208
71 H 3.0169 2.6721 -4.4082
72 H 2.5899 3.1890 -2.0859
73 H 0.3652 -0.8307 3.8738
74 H 0.8260 -2.6940 5.4667

Atomic forces in eV per Å
0.083 0.143 0.146
-0.439 -0.098 -0.003
0.188 0.070 0.084
0.222 0.051 -0.166
0.091 -0.142 -0.223
-0.510 0.831 1.922
-0.607 -0.997 -0.946
-0.018 0.389 -0.688
0.075 0.441 2.338
0.383 0.722 -2.282
0.070 -0.302 -0.053
0.308 -0.560 -1.767
-0.083 -0.580 1.869
-0.117 0.039 -0.122
0.224 0.095 -0.023
-0.078 -0.081 0.098
-0.033 -0.117 -0.114
-0.119 0.015 0.066
0.240 0.116 -0.007
-0.002 -0.168 -0.068
0.214 0.099 -0.008
-0.135 0.087 -0.064
0.105 0.036 -0.302
0.024 0.079 0.115
0.317 -0.131 0.167
0.209 -0.029 -0.306
-0.159 0.347 -0.135
-0.141 0.352 0.096
-0.095 0.046 0.285
-0.016 -0.345 0.228
0.035 -0.252 -0.139
-4.450 0.278 -0.155
4.984 -0.229 -0.190
2.002 -0.490 1.420
1.805 3.954 -1.043
-1.708 -3.401 0.860
1.516 2.418 3.671
-1.513 -1.755 -3.099
-0.696 -0.976 0.095
0.251 -0.458 0.011
-0.556 0.184 -1.834
-0.232 0.946 -0.743
0.068 0.721 -0.254
0.240 -2.014 1.397
0.687 0.430 -0.037
0.216 0.449 1.199
0.173 0.253 0.099
-0.057 -0.249 -0.354
-0.121 -0.195 -0.269
-0.225 -0.261 0.215
0.035 0.172 0.013
0.520 -0.859 -0.884
-0.187 0.153 -0.113
-0.266 0.277 0.199
-0.049 0.208 -0.175
-0.184 -0.442 -0.207
-0.206 -0.055 0.130
-1.585 0.962 -0.573
-0.090 -0.117 0.525
-0.100 0.323 -0.275
-0.045 0.275 0.158
-0.295 -0.124 0.501
-0.119 0.384 -0.207
0.200 0.083 -0.497
0.034 -0.253 -0.177
-0.173 -0.462 0.186
-0.344 0.255 0.492
-0.094 0.276 -0.178
0.275 0.297 0.120
0.043 0.103 0.355
-0.157 -0.371 0.311
-0.245 -0.325 -0.376
0.192 -0.548 -0.129
0.218 0.030 -0.186

LUMO level (spin up / spin down)   -5.4 / -10.0 eV
HOMO energy (spin up / spin down)   -12.087 / -13.654 eV
Spin multiplicity   4
Expectation value of S²   3.83
Total charge   +2

=====

Entry 2:
ORCA calculation (the ωB97M-V functional and the def2-TZVPD basis) on a structure of composition C36H33LuN2OP2 at a distorted geometry.

Cartesian coordinates (Å):
1 Lu 0.1054 0.2275 -0.4259
2 O 1.9974 0.3044 -0.1573
3 C 3.0448 1.1713 -0.1869
4 C 4.3335 0.6727 -0.2764
5 C 5.4024 1.5462 -0.3357
6 C 5.1885 2.9237 -0.2983
7 C 3.9033 3.4071 -0.1775
8 C 2.8045 2.5408 -0.1081
9 C 1.4559 3.0714 0.1569
10 N 0.2977 2.4006 0.3135
11 C -0.6452 3.3375 0.7277
12 C -0.0790 4.5568 0.7886
13 N 1.2339 4.3708 0.4083
14 H 4.4689 -0.4010 -0.3109
15 H 6.4088 1.1569 -0.4129
16 H 6.0207 3.6108 -0.3522
17 H 3.7670 4.4809 -0.1377
18 H -1.6524 3.0604 0.9800
19 H -0.4690 5.5192 1.0689
20 H 1.9358 5.0918 0.3821
21 C -1.7395 -1.4315 2.2590
22 C -2.1224 -0.1864 1.4399
23 P -2.8929 -0.6686 -0.2338
24 C -2.3780 0.7432 -1.3204
25 C -1.4827 0.4806 -2.3871
26 C -1.0121 1.5125 -3.1934
27 C -1.4754 2.8118 -2.9947
28 C -2.4170 3.0631 -2.0121
29 C -2.8528 2.0396 -1.1719
30 C -4.6592 -0.2979 0.0429
31 C -5.2446 -0.5046 1.2900
32 C -6.6148 -0.3447 1.4559
33 C -7.4084 0.0147 0.3776
34 C -6.8328 0.2023 -0.8732
35 C -5.4670 0.0399 -1.0433
36 C -0.3644 -2.0242 1.9071
37 P -0.1520 -2.4521 0.1115
38 C -1.0367 -4.0382 -0.0944
39 C -0.2713 -5.1971 -0.2480
40 C -0.8851 -6.4369 -0.3499
41 C -2.2661 -6.5403 -0.3041
42 C -3.0348 -5.3940 -0.1632
43 C -2.4292 -4.1502 -0.0659
44 C 1.6019 -2.8764 -0.0411
45 C 2.1760 -2.7785 -1.3062
46 C 3.5080 -3.1065 -1.5095
47 C 4.2822 -3.5199 -0.4336
48 C 3.7223 -3.6144 0.8355
49 C 2.3850 -3.3025 1.0304
50 H -2.5107 -2.1954 2.1329
51 H -1.7369 -1.1750 3.3192
52 H -1.2451 0.4838 1.3926
53 H -2.8646 0.4293 1.9483
54 H -1.2625 -0.5568 -2.6478
55 H -0.3449 1.2976 -4.0187
56 H -1.1291 3.6111 -3.6362
57 H -2.8134 4.0625 -1.8877
58 H -3.5886 2.2507 -0.4041
59 H -4.6517 -0.8033 2.1472
60 H -7.0599 -0.5046 2.4288
61 H -8.4745 0.1424 0.5079
62 H -7.4506 0.4700 -1.7199
63 H -5.0402 0.1757 -2.0310
64 H -0.2047 -2.9439 2.4713
65 H 0.4324 -1.3230 2.1911
66 H 0.8066 -5.1491 -0.2997
67 H -0.2757 -7.3228 -0.4690
68 H -2.7416 -7.5089 -0.3834
69 H -4.1141 -5.4637 -0.1354
70 H -3.0585 -3.2775 0.0232
71 H 1.5746 -2.4730 -2.1581
72 H 3.9392 -3.0438 -2.4997
73 H 5.3221 -3.7798 -0.5840
74 H 4.3245 -3.9457 1.6709
75 H 1.9596 -3.4013 2.0212

Atomic forces in eV per Å
-0.834 0.252 -0.026
1.306 0.440 -0.125
-0.388 -0.517 0.132
0.174 -0.018 -0.095
0.011 0.035 -0.001
-0.048 -0.089 0.004
0.041 0.073 -0.025
-0.241 0.365 0.051
0.211 -0.160 0.019
0.006 -0.020 0.026
-0.009 -0.197 0.023
0.223 0.072 -0.071
-0.119 0.155 0.115
0.006 0.017 0.007
-0.004 0.013 0.000
0.002 -0.011 -0.001
0.014 -0.017 -0.004
-0.003 -0.007 -0.029
0.012 -0.011 -0.004
-0.004 -0.003 0.037
-0.012 -0.021 -0.032
-0.082 -0.264 -0.285
-0.218 0.074 -0.028
-0.092 -0.050 -0.184
-0.372 0.027 -0.135
0.028 -0.008 -0.102
0.038 -0.027 -0.012
-0.024 -0.020 0.060
0.018 0.149 0.016
0.072 0.047 0.100
-0.043 -0.013 0.060
0.031 0.003 -0.025
0.024 0.004 -0.019
0.011 -0.010 0.040
-0.016 -0.020 -0.066
-0.266 -0.088 -0.143
0.109 -0.487 0.269
0.029 0.010 -0.137
-0.006 -0.024 -0.032
-0.001 0.011 -0.007
-0.001 0.021 0.002
0.020 0.017 -0.005
-0.035 0.009 0.043
0.114 -0.062 0.157
0.015 -0.032 -0.145
-0.029 0.003 0.069
0.014 -0.017 0.040
-0.004 0.009 -0.059
0.008 0.055 0.039
0.010 -0.018 0.008
0.010 0.009 0.014
-0.022 0.222 0.105
0.063 0.037 0.099
0.115 -0.025 0.083
0.024 -0.018 0.020
-0.007 -0.008 -0.003
0.003 -0.007 0.006
0.001 0.007 -0.007
-0.006 0.011 -0.013
0.012 0.001 -0.002
0.008 -0.006 -0.003
0.009 0.003 0.002
0.017 0.001 0.019
0.046 0.063 0.137
0.029 0.003 -0.004
0.005 0.020 0.025
-0.004 0.009 0.002
-0.002 0.013 0.002
0.005 0.005 0.003
0.036 -0.014 0.000
-0.031 0.019 0.000
-0.012 0.001 0.003
-0.013 0.008 0.002
-0.001 0.003 -0.003
0.020 -0.007 -0.007

LUMO level   -6.1 eV
HOMO energy   -13.534 eV
Spin multiplicity   1
Total charge   +2
ΔE to the lowest compared entry with this formula, charge and spin   1.320 eV

=====

- What is the formula in the second record?
  C36H33LuN2OP2